[1]
Here is the molecule C6H12O in a non-equilibrium geometry from OMol25. Energies are from ωB97M-V with the def2-TZVPD basis set.

Each line ends with the natural charge from an NBO analysis.
Geometry (Å):
C1 -2.120 0.821 -0.247  -0.70
C2 -1.116 -0.565 0.425  -0.19
C3 -0.600 -1.360 -0.760  -0.08
O1 0.643 -0.794 -1.135  -0.53
C4 1.334 -0.403 0.053  0.10
C5 2.273 0.744 -0.293  -0.61
C6 0.187 -0.015 1.001  -0.56
H1 -3.057 0.328 -0.489  0.21
H2 -1.715 1.284 -1.176  0.22
H3 -2.360 1.676 0.433  0.22
H4 -1.812 -1.013 1.121  0.23
H5 -0.482 -2.418 -0.480  0.17
H6 -1.280 -1.272 -1.606  0.19
H7 1.953 -1.256 0.404  0.16
H8 2.989 0.449 -1.068  0.21
H9 2.837 1.057 0.593  0.21
H10 1.692 1.598 -0.654  0.21
H11 -0.534 0.767 0.523  0.32
H12 0.375 0.076 2.078  0.23

Forces on the atoms, in the same order (eV/Å):
C 0.1756 -1.4785 0.2923
C -2.0567 0.5973 -1.2029
C -0.5322 -0.2098 -0.0640
O -0.1386 -0.0043 -0.0502
C -0.2531 0.2087 0.1229
C -0.0284 -0.0013 -0.0059
C -0.7855 1.6064 -0.6044
H -0.2601 0.0627 -0.1720
H 0.1733 -0.7078 0.5959
H 0.4921 -0.9601 0.0103
H -0.0527 -0.5099 -0.1075
H 0.0114 0.1062 -0.0196
H 0.1262 -0.2377 -0.1619
H -0.4539 0.2209 0.1499
H -0.1312 -0.0092 0.1307
H -0.1135 -0.0674 -0.1166
H 0.0760 -0.1045 0.0369
H 4.1016 1.6845 1.6839
H -0.3503 -0.1962 -0.5177

Output
Total charge: 0
Molecular weight (g mol⁻¹): 100.2
E (hartree): -310.92892
F_max (eV/A): 4.74
Gap between HOMO and LUMO (eV): 9.80
Highest occupied orbital energy (eV): -8.71
SMILES: C[C@H]1CO[C@@H](C)C1

=====

[2]
Here is a structure of composition C17H23As2CaCl2N5 from OMol25. Energies are from ωB97M-V with the def2-TZVPD basis set.

Each line ends with the natural charge from an NBO analysis.
Geometry (Å):
Ca1 0.953 1.262 -0.470  1.68
Cl1 3.969 1.654 -0.522  -0.04
C1 3.864 3.434 -0.701  -0.36
Cl2 2.150 3.945 -0.785  -0.03
H1 4.351 3.709 -1.627  0.26
H2 4.308 3.893 0.173  0.26
C2 -2.757 -0.365 0.594  -0.93
As1 -1.379 -0.519 -0.759  0.74
C3 -2.447 -0.460 -2.378  -0.92
C4 -0.900 -2.393 -0.681  -0.37
C5 -1.914 -3.350 -0.677  -0.14
C6 -1.610 -4.700 -0.642  -0.19
C7 -0.285 -5.111 -0.611  -0.17
C8 0.730 -4.169 -0.615  -0.20
C9 0.433 -2.806 -0.649  -0.33
As2 1.906 -1.547 -0.635  0.72
C10 3.089 -2.251 -1.994  -0.92
C11 2.826 -2.063 0.999  -0.93
H3 -3.554 -1.077 0.385  0.25
H4 -3.171 0.642 0.573  0.24
H5 -2.343 -0.570 1.579  0.24
H6 -3.200 -1.245 -2.323  0.24
H7 -1.824 -0.627 -3.254  0.25
H8 -2.944 0.505 -2.464  0.24
H9 -2.957 -3.056 -0.706  0.21
H10 -2.407 -5.432 -0.641  0.24
H11 -0.041 -6.165 -0.586  0.24
H12 1.757 -4.514 -0.592  0.22
H13 3.333 -3.287 -1.766  0.24
H14 4.005 -1.664 -2.018  0.24
H15 2.603 -2.199 -2.965  0.25
H16 3.047 -3.129 0.972  0.25
H17 2.188 -1.865 1.859  0.23
H18 3.758 -1.508 1.096  0.24
N1 0.342 1.868 3.986  -0.31
C12 1.134 1.330 3.070  0.23
N2 0.708 1.671 1.858  -0.65
C13 -0.378 2.468 2.138  0.28
N3 -0.627 2.611 3.413  -0.21
C14 -1.211 3.125 1.109  0.10
C15 -2.299 3.915 1.467  0.06
N4 -3.058 4.508 0.555  -0.31
C16 -2.727 4.318 -0.718  0.02
C17 -1.645 3.531 -1.085  0.00
N5 -0.882 2.929 -0.170  -0.53
H19 0.402 1.797 4.992  0.45
H20 1.980 0.708 3.313  0.24
H21 -2.553 4.059 2.509  0.24
H22 -3.330 4.800 -1.477  0.23
H23 -1.395 3.388 -2.130  0.22

Forces on the atoms, in the same order (eV/Å):
Ca 0.2708 0.3337 -0.1745
Cl -0.1463 0.2236 -0.0133
C -0.1940 -0.1549 0.0028
Cl 0.2456 -0.0955 -0.0191
H 0.0229 0.0310 0.0028
H 0.0438 0.0116 -0.0087
C -0.1132 -0.0745 -0.0001
As 0.0311 0.0908 -0.1024
C -0.1380 -0.1041 0.0119
C -0.1053 -0.0784 0.0059
C 0.0427 -0.0560 0.0000
C -0.0096 -0.0093 -0.0016
C 0.0262 -0.0035 0.0016
C -0.1107 -0.0113 0.0027
C 0.1086 -0.1425 0.0037
As -0.0142 0.1014 0.0599
C 0.0604 -0.1113 -0.0047
C 0.0442 -0.1531 -0.0022
H -0.0360 0.0211 0.0608
H -0.0020 0.0093 0.0014
H 0.0112 0.0039 0.0088
H -0.0351 0.0306 -0.0745
H 0.0312 -0.0001 0.0083
H 0.0062 0.0155 0.0126
H 0.0122 0.0530 0.0024
H 0.0054 0.0014 -0.0005
H -0.0129 0.0017 -0.0008
H 0.0174 0.0404 0.0008
H 0.0373 -0.0050 -0.0514
H 0.0121 -0.0018 0.0020
H -0.0069 0.0007 -0.0070
H 0.0389 0.0075 0.0346
H -0.0145 0.0161 -0.0058
H 0.0096 0.0019 -0.0036
N -0.1348 0.2502 0.0075
C 0.0684 -0.2049 -0.1489
N -0.1427 0.1526 0.4337
C -0.2854 0.2079 -0.2484
N 0.2345 -0.2606 0.1535
C 0.1642 -0.1234 0.2146
C -0.0891 0.0564 -0.0034
N 0.0885 -0.0616 0.0047
C -0.0129 0.0252 -0.0996
C 0.0460 -0.0286 0.0521
N -0.0440 -0.0483 -0.1011
H -0.0070 0.0269 0.0020
H -0.0011 -0.0053 -0.0692
H -0.0023 0.0094 -0.0049
H -0.0372 0.0196 0.0527
H 0.0157 -0.0093 0.0018

Output
Total charge: +2
Molecular weight (g mol⁻¹): 558.2
E (hartree): -7004.49445
F_max (eV/A): 0.48
Gap between HOMO and LUMO (eV): 8.54
Highest occupied orbital energy (eV): -14.56

=====

[3]
Here is a cluster of 2 separate species, C3H5N3 in total in a non-equilibrium geometry from OMol25. Energies are from ωB97M-V with the def2-TZVPD basis set.

Each line ends with the natural charge from an NBO analysis.
Geometry (Å):
C1 -1.201 -0.025 0.388  -0.45
C2 -1.869 1.165 0.066  -0.05
C3 -0.056 0.145 -0.367  0.34
N1 -1.151 1.952 -0.709  -0.26
N2 -0.033 1.332 -0.988  -0.40
N3 2.036 -0.660 0.543  -0.69
H1 -1.473 -0.972 0.760  0.24
H2 -2.898 1.486 0.422  0.22
H3 0.659 1.632 -1.599  0.42
H4 1.821 -0.737 1.610  0.32
H5 2.038 -1.620 0.310  0.31

Forces on the atoms, in the same order (eV/Å):
C 1.3481 0.4341 -1.7658
C -2.0049 0.4368 0.9979
C 1.8092 -1.2986 1.2348
N -1.6310 1.9613 -0.6547
N -0.2609 -2.5267 2.0753
N -1.2548 1.8298 1.9225
H -0.5162 -0.4507 0.9219
H 1.6186 -0.3325 -0.6568
H 1.0985 1.0455 -1.0593
H 0.0230 0.5278 -2.1779
H -0.2296 -1.6269 -0.8379

Output
Total charge: 0
Molecular weight (g mol⁻¹): 83.1
E (hartree): -281.39186
F_max (eV/A): 3.28
Gap between HOMO and LUMO (spin up / spin down) (eV): 8.94 / 8.63
Highest occupied orbital energy (spin up / spin down) (eV): -9.62 / -9.35

=====

[4]
Here is a cluster of 9 separate species, H18O9 in total in a non-equilibrium geometry from OMol25. Energies are from ωB97M-V with the def2-TZVPD basis set.

Each line ends with the Mulliken spin population.
Geometry (Å):
O1 0.619 0.235 1.534  0.00
H1 1.207 -0.404 1.131  0.00
H2 0.841 0.547 2.420  0.00
O2 -2.283 -0.418 -0.068  0.52
H3 -2.749 -0.851 -0.809  -0.01
H4 -1.359 -0.724 -0.032  -0.01
O3 -2.286 0.517 2.563  0.11
H5 -1.454 0.165 2.214  0.00
H6 -2.916 0.439 1.837  -0.01
O4 -2.935 -2.756 0.137  0.15
H7 -2.021 -2.862 0.414  -0.01
H8 -3.109 -3.195 -0.710  0.00
O5 3.796 -1.968 0.106  0.00
H9 3.017 -2.096 -0.448  0.00
H10 4.484 -1.825 -0.558  0.00
O6 -1.725 1.275 -1.781  0.27
H11 -2.305 1.990 -2.106  -0.01
H12 -1.715 1.570 -0.850  0.00
O7 3.316 0.468 2.484  0.00
H13 4.157 0.915 2.306  0.00
H14 3.723 -0.377 2.725  0.00
O8 0.343 3.156 -0.868  0.01
H15 0.581 2.401 -0.318  0.00
H16 0.602 3.977 -0.422  0.00
O9 0.119 -0.247 -3.331  0.00
H17 0.507 -0.453 -4.189  0.00
H18 -0.454 0.522 -3.379  0.00

Forces on the atoms, in the same order (eV/Å):
O -1.9614 0.2855 -0.7882
H 0.8537 0.2374 0.8950
H 0.9204 -0.5169 -0.3319
O -0.4269 0.4030 -0.2110
H 0.2401 -0.0582 -0.0207
H 0.2283 0.0969 -0.3014
O 0.0160 -0.1539 -0.1968
H 0.0884 0.1702 0.0947
H -0.0063 0.0633 0.2234
O -0.4804 0.6017 -0.0269
H 0.0618 -0.6908 -0.1608
H 0.4248 -0.2515 0.2330
O -0.1098 0.0772 -0.4030
H -0.0070 -0.0933 0.1099
H 0.1016 -0.0002 0.2699
O -0.6754 0.5344 1.0669
H -0.1214 -0.3291 -0.5986
H 0.8250 -0.0801 -0.0818
O 1.1338 -0.4117 0.1349
H -0.4558 0.6694 -0.1795
H -0.6937 -0.2975 0.0705
O -0.3677 0.0598 -0.1507
H 0.3332 0.3661 0.2254
H -0.0030 -0.5519 0.0444
O 0.0850 -0.5178 0.4588
H -0.2743 0.3919 0.0370
H 0.2712 -0.0041 -0.4126

Output
Total charge: +1
Molecular weight (g mol⁻¹): 162.1
<S²>: 0.757
E (hartree): -687.53682
F_max (eV/A): 2.13
Gap between HOMO and LUMO (spin up / spin down) (eV): 10.30 / 4.20
Spin multiplicity: 2
Highest occupied orbital energy (spin up / spin down) (eV): -14.09 / -14.09

=====

[5]
Here is the molecule C2H6N2O in a non-equilibrium geometry from OMol25. Energies are from ωB97M-V with the def2-TZVPD basis set.

Each line ends with the natural charge from an NBO analysis.
Geometry (Å):
C1 1.393 -0.320 -0.044  -0.71
C2 -0.108 0.182 -0.037  0.40
H1 1.890 -0.702 0.827  0.24
H2 1.516 -1.092 -0.836  0.25
H3 2.226 0.385 -0.560  0.24
H4 0.136 2.023 0.121  0.37
H5 -1.171 -1.386 0.654  0.35
H6 -1.864 0.634 0.277  0.45
N1 -0.704 1.346 -0.104  -0.72
N2 -1.098 -0.846 -0.175  -0.29
O1 -2.217 -0.223 -0.122  -0.56

Forces on the atoms, in the same order (eV/Å):
C 1.1831 1.6772 -3.1441
C 0.6380 -1.1051 -0.8998
H -0.5044 -0.0123 0.8265
H -0.8305 -0.0570 0.7346
H -2.3318 -0.6004 1.5635
H -2.3260 -1.0074 -0.7767
H 1.4142 -1.6970 0.8016
H -2.1400 0.8126 -0.1965
N 6.2804 1.4427 1.3674
N 4.6337 -1.0407 -0.0153
O -6.0167 1.5875 -0.2614

Output
Total charge: 0
Molecular weight (g mol⁻¹): 74.1
E (hartree): -264.41961
F_max (eV/A): 6.59
Gap between HOMO and LUMO (eV): 9.92
Highest occupied orbital energy (eV): -9.15
SMILES: [H]/N=C(\C)NO

=====

Calculated relative energy (zero: lowest compared OMol25 entry of this formula, charge and spin), 3.547, 0.117, 5.393, 1.177, 4.563 eV (same order as the records).